Entry 1:
34
Properties=species:S:1:pos:R:3 method="wB97M-V/def2-TZVPD" s2=3.81 charge=+3 orbital_gap_ev="5.69 / 5.65" spin_multiplicity=4 max_force_ev_per_a=11.77
Cr -0.01981 0.46010 -2.59885
O 0.05843 3.09210 -4.06741
C 0.07134 2.11636 -3.41702
C 1.59950 -0.33065 -2.18873
O 2.45559 -1.08358 -1.93743
C -1.49151 -0.41545 -1.63612
O -2.45863 -1.10101 -1.90382
C -0.13794 -0.64034 -4.05877
O -0.04249 -1.32820 -5.00567
C -0.43558 3.51075 1.32944
C -0.02586 2.76791 0.09675
O -0.60591 1.40653 0.19048
P -0.79712 -0.10043 0.02010
O -1.49093 -0.40707 1.42621
C -0.76966 -0.06640 2.69981
C 0.73146 -0.06008 2.74495
O 0.39293 -1.21109 -0.00654
C -0.11007 -2.59447 -0.18160
C 0.95447 -3.66317 -0.00772
H -1.45744 3.86981 1.21527
H 0.19077 4.38893 1.49894
H -0.42225 2.91665 2.24726
H -0.40581 3.26567 -0.82372
H 1.06029 2.66214 0.07756
H -1.12489 0.89706 3.07098
H -1.16930 -0.83793 3.36176
H 1.21346 0.77140 2.21401
H 0.99890 0.03138 3.80894
H 1.16798 -0.98739 2.37928
H -0.90271 -2.72076 0.57813
H -0.57619 -2.73072 -1.17143
H 1.26314 -3.77980 1.02980
H 0.49201 -4.61691 -0.30152
H 1.79382 -3.48136 -0.68333



Entry 2:
34
Properties=species:S:1:pos:R:3 method="wB97M-V/def2-TZVPD" s2=6.04 charge=+2 orbital_gap_ev="8.87 / 5.90" spin_multiplicity=5 max_force_ev_per_a=11.08
O -0.17122 -2.95421 -2.58078
C -0.31025 -1.80394 -2.70083
Fe -0.17346 -0.05457 -2.55467
O -2.69188 0.07768 -5.57847
C -1.94007 0.06802 -4.72938
C 1.49752 0.03525 -3.05000
O 2.65950 0.09873 -3.03333
C -0.32098 1.73333 -2.58434
O -0.24360 2.89080 -2.60553
C 1.61444 -3.03944 2.08394
C 1.12349 -2.55282 0.72824
O 0.70708 -1.18576 0.74486
P 0.22679 -0.05602 -0.38564
O -1.02433 0.56855 0.48495
C -1.52714 -0.09544 1.68427
C -2.89523 0.45615 1.94658
O 1.44725 0.99005 -0.20497
C 1.59184 2.40801 0.12989
C 0.43964 2.89713 0.93979
H 2.54687 -2.57298 2.44415
H 1.84768 -4.10518 1.95003
H 0.89379 -2.99046 2.91802
H 1.93734 -2.62853 0.00588
H 0.28059 -3.17277 0.40311
H -1.59305 -1.17616 1.54339
H -0.84558 0.08098 2.53679
H -3.64924 0.09586 1.24188
H -3.18439 0.07979 2.92369
H -2.92036 1.54608 1.97002
H 2.53259 2.41801 0.68874
H 1.75530 2.98818 -0.78161
H 0.35891 2.27585 1.83740
H 0.51106 3.95179 1.20917
H -0.48089 2.72803 0.37480



Entry 3:
28
Properties=species:S:1:pos:R:3 method="wB97M-V/def2-TZVPD" charge=0 orbital_gap_ev=8.64 spin_multiplicity=1 max_force_ev_per_a=5.77
C -1.91236 0.40648 -1.53924
C -0.73919 0.70668 -0.78525
C -0.12118 -0.46293 -0.69606
C -0.96017 2.77813 0.86684
C -1.06767 3.38744 -0.52123
C -0.33926 2.07896 -0.28229
C 1.22022 -0.22577 2.05953
C 1.99540 -2.20896 0.73651
C -0.75522 -2.80297 -1.43959
C 1.70917 -0.71495 0.71406
N -2.01143 -0.90308 -1.71447
N -0.85555 -1.45102 -1.27717
I 3.37488 0.20498 -0.26784
H -2.73085 1.11615 -1.57430
H -0.35125 3.01695 1.73652
H -1.94118 2.46747 1.09889
H -2.03747 3.42756 -1.00707
H -0.32620 4.30550 -0.75641
H 0.77057 2.16890 -0.18804
H 2.09414 -0.12253 2.73632
H 0.85732 0.81973 1.89022
H 0.34832 -0.73936 2.44848
H 2.99981 -2.24802 1.28663
H 1.87752 -2.57982 -0.24706
H 1.23991 -2.79640 1.39288
H -1.63861 -3.19886 -1.99389
H 0.03741 -3.00102 -2.11019
H -0.73708 -3.42926 -0.56677



Entry 4:
26
Properties=species:S:1:pos:R:3 method="wB97M-V/def2-TZVPD" charge=0 orbital_gap_ev="8.65 / 6.96" spin_multiplicity=1 max_force_ev_per_a=4.17
C 1.84029 1.74480 -2.37404
C 2.10747 2.35548 -1.07819
C 0.79917 0.81868 -2.16564
C 1.39245 1.63417 -0.14965
C 0.85948 -3.42558 -0.32208
C 0.57904 -2.47936 0.52220
C -1.79556 -1.09552 1.46978
C -1.61764 1.47480 1.26791
C -0.48655 0.03289 -0.28525
C -0.92647 0.09218 1.13158
N 0.57666 0.75649 -0.74002
H 2.26696 1.99661 -3.31143
H 2.73445 3.21925 -0.99203
H 0.19311 0.12251 -2.72560
H 1.35254 1.95684 0.91466
H 1.49962 -4.41849 -0.11489
H 0.36163 -3.69942 -1.24840
H 0.93383 -2.15032 1.39664
H -1.30538 -2.05122 1.34103
H -2.56323 -1.18518 0.73015
H -2.20162 -0.94446 2.42027
H -2.59486 1.37622 1.03344
H -1.24190 2.06255 0.38121
H -1.52254 2.01562 2.14085
H -1.22251 -0.25442 -0.98051
H -0.01844 0.04487 1.73801



Entry 5:
28
Properties=species:S:1:pos:R:3 method="wB97M-V/def2-TZVPD" charge=0 orbital_gap_ev="6.85 / 6.88" spin_multiplicity=1 max_force_ev_per_a=4.56
C 1.56106 1.67224 0.96295
C 0.13065 0.93893 -1.24739
C -0.83004 0.81852 -0.33435
C 1.09994 0.10795 -1.75633
C -0.76658 -0.37345 0.48903
C 1.59884 0.28290 0.93929
C -3.15772 1.76098 -0.27745
C 1.27084 -2.81869 0.01067
C -1.64690 2.05666 -0.06499
C 0.97466 -1.99619 1.25293
N 1.64777 2.82244 0.82239
N 1.92869 -0.37194 -2.54863
N 0.64468 -0.60987 1.20964
H 0.33199 1.89487 -1.69826
H -1.49998 -0.36973 1.21630
H -0.85121 -1.32972 -0.12782
H 2.58688 -0.20413 0.93031
H -3.77075 2.69170 0.14774
H -3.47565 0.90566 0.46636
H -3.53730 1.52790 -1.23017
H 0.28483 -3.09962 -0.33663
H 1.81369 -2.26750 -0.82418
H 1.82386 -3.67205 0.32865
H -1.58259 2.15844 0.99181
H -1.33434 2.86729 -0.65396
H 0.12697 -2.56912 1.70514
H 1.70940 -2.36022 1.99130
H 2.91829 -0.46425 -2.36437



Entry 6:
33
Properties=species:S:1:pos:R:3 method="wB97M-V/def2-TZVPD" charge=0 orbital_gap_ev=7.10 spin_multiplicity=1 max_force_ev_per_a=2.83
C 0.61719 0.29335 -1.84140
N -0.09526 0.37405 -0.52553
C -0.94948 -0.92808 -0.40725
C -2.19850 -0.92201 -1.28160
C -3.04205 0.31924 -1.03214
C -2.22816 1.53131 -1.43753
C -0.96465 1.68952 -0.58766
H 1.02912 1.27856 -2.08038
H 1.42091 -0.44146 -1.70184
H -0.07191 -0.01408 -2.63002
H -0.26621 -1.74543 -0.67209
H -1.22409 -1.04399 0.64231
H -1.90324 -0.96533 -2.33293
H -2.77976 -1.82935 -1.07798
H -3.94908 0.26574 -1.63406
H -3.35975 0.38385 0.02044
H -1.95062 1.45447 -2.49532
H -2.82222 2.44299 -1.33699
H -1.17675 1.96457 0.45340
H -0.29638 2.43296 -1.03126
O 4.89714 -1.83338 2.30738
N 4.55677 -0.93017 1.50971
O 5.38283 -0.24284 0.85110
C 3.18117 -0.60777 1.29779
C 2.13358 -1.12196 2.03400
C 0.89118 -0.61658 1.64046
N -0.19254 -0.65035 2.59550
O -1.14304 0.16617 2.45695
O -0.12807 -1.48851 3.52674
C 0.89160 0.48618 0.61370
S 2.68285 0.64289 0.19055
H 2.26816 -1.81316 2.85631
H 0.78926 1.46859 1.10964



Entry 7:
33
Properties=species:S:1:pos:R:3 method="wB97M-V/def2-TZVPD" smiles="CCCOc1n[n+]([O-])c(OCCC)cc1[N+](=O)[O-]" charge=0 orbital_gap_ev=8.12 spin_multiplicity=1 max_force_ev_per_a=3.94
C -4.55795 2.11916 2.56084
C -3.37805 1.16572 2.70230
C -2.29443 1.39908 1.60255
O -1.21379 0.54494 1.76667
C -0.09150 0.47696 0.94841
N -0.14394 0.99729 -0.33454
N 1.00256 0.89657 -1.08772
O 0.83667 1.45785 -2.13443
C 2.05885 0.06226 -0.78703
O 3.11384 -0.24535 -1.56851
C 2.86449 -0.55019 -2.95374
C 1.67305 -1.45874 -3.34872
C 1.77151 -2.90204 -2.86226
C 2.13139 -0.44039 0.50631
C 1.05541 -0.12471 1.40734
N 1.21777 -0.60628 2.73719
O 0.35719 -1.26604 3.28448
O 2.20815 -0.23788 3.32422
H -4.64233 2.80764 3.40033
H -4.41055 2.72385 1.58652
H -5.55893 1.57539 2.42326
H -3.68697 0.13989 2.64026
H -2.97635 1.49589 3.71636
H -1.86249 2.46436 1.66441
H -2.74966 1.21639 0.63856
H 3.72229 -0.90323 -3.48781
H 2.60950 0.41657 -3.47816
H 1.56069 -1.37096 -4.43409
H 0.68592 -1.15836 -2.99336
H 2.62331 -3.30653 -3.36447
H 0.96244 -3.58870 -3.05949
H 1.99056 -2.88317 -1.84156
H 3.12134 -0.91728 0.82588



Entry 8:
30
Properties=species:S:1:pos:R:3 method="wB97M-V/def2-TZVPD" charge=0 orbital_gap_ev=7.10 spin_multiplicity=1 max_force_ev_per_a=13.42
C -1.95676 -2.27746 -0.25871
C -0.63237 -2.88350 -0.55177
N 0.38028 -3.36952 -0.78112
H -1.88207 -1.38898 0.36829
H -2.60980 -2.99813 0.23349
H -2.49982 -2.09530 -1.18607
C -1.63426 -4.81472 -3.31655
C -0.18599 -5.02350 -2.93542
N 0.89334 -5.26116 -2.58386
H -1.67465 -4.24213 -4.24315
H -2.23107 -4.41920 -2.49468
H -2.05227 -5.78400 -3.58833
C -5.94070 -4.26248 4.43840
C -5.57078 -4.46472 2.99211
N -5.30072 -4.56242 1.82840
H -6.81294 -4.89992 4.58322
H -6.07379 -3.19303 4.60170
H -5.16554 -4.64492 5.10246
C -5.29315 -1.06536 3.41533
C -4.76165 -1.75205 2.15015
N -4.27524 -2.33917 1.28387
H -5.90821 -0.21060 3.13391
H -4.47305 -0.61594 3.97528
H -5.73871 -1.82660 4.05571
C -4.16975 -4.24683 0.36380
C -3.15330 -4.33769 -0.61444
N -2.32277 -4.44372 -1.40416
H -3.85398 -4.92510 1.15647
H -5.18438 -4.48576 0.04515
H -4.07058 -3.21005 0.68530